[1]
The following is a quantum chemistry calculation of a molecular structure, C13H13Cl3F9GeN3O7PtS3 in a non-equilibrium geometry, from OMol25.

Cartesian coordinates (Å):
Pt: 0.0000 0.0000 0.0000
N: 0.6335 -0.0002 4.1584
C: 1.0277 -0.0004 2.8501
N: 0.0000 0.0000 2.0327
C: -1.1072 0.0004 2.8465
C: -2.4687 0.0008 2.5114
C: -3.4149 0.0012 3.5445
C: -3.0134 0.0010 4.8831
C: -1.6588 0.0006 5.2375
C: -0.7377 0.0003 4.1879
H: 1.2445 -0.0004 4.9617
H: 2.0692 -0.0007 2.5575
H: -2.7719 0.0009 1.4706
H: -4.4740 0.0015 3.2982
H: -3.7692 0.0013 5.6661
H: -1.3491 0.0005 6.2766
Cl: 3.2784 1.7783 1.0027
Ge: 2.5566 0.0000 0.0000
Cl: 3.2784 -0.0208 -2.0414
Cl: 3.2784 -1.7575 1.0387
C: -3.4465 2.4611 0.0114
S: -1.9471 1.4152 0.0000
C: -1.1199 2.4914 -1.2200
O: -2.7868 0.2177 -0.4702
H: -3.8884 2.5688 -1.0023
H: -3.2086 3.4449 0.4666
H: -4.1891 2.0192 0.7096
H: -1.2761 3.5659 -0.9895
H: -1.4679 2.2469 -2.2451
H: -0.0268 2.3181 -1.1535
F: -1.5989 -4.9375 0.2128
C: -1.9755 -3.7649 -0.3797
F: -3.2495 -3.9873 -0.8337
F: -1.2176 -3.6014 -1.4973
S: -1.9213 -2.3363 0.7877
O: -1.5818 -1.1497 0.0000
O: -3.2721 -2.2644 1.3642
N: -0.8594 -2.8347 1.8552
S: 0.6331 -2.8425 1.3301
O: 0.8921 -3.6536 0.1395
O: 1.3343 -1.5579 1.3585
C: 1.3446 -3.7997 2.7163
F: 0.7719 -5.0348 2.8355
F: 2.6858 -4.0107 2.5876
F: 1.1647 -3.1857 3.9230
F: 0.1284 4.7750 1.6040
C: 1.1025 3.9470 1.1323
F: 1.4443 4.3920 -0.1088
F: 2.1946 4.1037 1.9323
C: 0.6202 2.4585 1.1244
O: 0.2813 1.9662 2.2507
O: 0.6044 1.8600 0.0000
H: 0.5308 -1.6337 0.0000

## Properties
2S+1 = 6
electronic energy = -186762.6900 eV
highest occupied orbital energy (spin up / spin down) = -9.86 / -11.62 eV
<S²> = 8.796
total charge = +1
lowest unoccupied orbital energy (spin up / spin down) = -3.8066 / -7.1046 eV

Here are the Löwdin charges for atoms 1 to 8, given in e: Pt 1.143; N 0.232; C -0.123; N -0.077; C -0.219; C -0.039; C -0.013; C -0.019

[2]
The following is a quantum chemistry calculation of a molecular structure, C37H42BeBrN2P2Si2 in a non-equilibrium geometry, from OMol25.

Cartesian coordinates (Å):
Be: -0.7507 0.6045 -0.8103
C: 1.1340 4.6096 1.0853
Si: 1.2396 3.1963 -0.1418
C: 0.5410 3.8243 -1.8189
C: 3.0286 2.6771 -0.4885
N: 0.2041 1.8584 0.2864
P: -0.1976 0.9230 1.5164
C: -0.8869 -0.4400 0.8154
P: -0.0822 -1.5148 -0.1211
N: 0.3178 -0.8436 -1.5238
Si: 0.7777 -1.2073 -3.0860
C: 2.4042 -0.2681 -3.3379
C: 1.1152 -3.1007 -3.4128
C: -0.4432 -0.7366 -4.4024
C: -1.0511 -3.0476 -0.5094
C: -2.0337 -2.9212 -1.4668
C: -2.9026 -3.9948 -1.6435
C: -2.8067 -5.1439 -0.8468
C: -1.8241 -5.2288 0.1260
C: -0.9908 -4.1820 0.2723
C: 1.4253 -2.1351 0.6523
C: 2.6041 -2.2349 -0.0575
C: 3.8213 -2.6359 0.5697
C: 3.7734 -2.9867 1.9134
C: 2.5784 -2.9172 2.5551
C: 1.3958 -2.5200 2.0005
C: 1.1719 0.6843 2.6717
C: 2.4496 0.5501 2.1986
C: 3.5096 0.3932 3.0626
C: 3.2590 0.2030 4.4215
C: 1.9699 0.2254 4.8926
C: 0.9002 0.4558 4.0147
C: -1.4498 1.8076 2.4986
C: -2.7413 1.3196 2.5302
C: -3.5978 1.9536 3.3930
C: -3.2647 2.9555 4.3068
C: -1.9588 3.4327 4.2757
C: -1.0799 2.8311 3.3427
H: 1.5147 5.5607 0.7108
H: 0.0866 4.8198 1.3303
H: 1.6486 4.3256 2.0238
H: 1.0522 4.6845 -2.1771
H: 0.5577 3.0965 -2.6052
H: -0.5539 4.0453 -1.7028
H: 3.5017 3.2084 -1.3319
H: 3.7643 2.8129 0.3346
H: 2.9943 1.6166 -0.7353
H: 3.2429 -0.9240 -2.9853
H: 2.6675 0.0308 -4.3395
H: 2.3971 0.6144 -2.7022
H: 2.0318 -3.3098 -3.9611
H: 1.0217 -3.5917 -2.4252
H: 0.2957 -3.4614 -3.9943
H: -0.4844 0.3625 -4.4588
H: -0.0945 -1.0676 -5.3500
H: -1.4129 -1.2018 -4.3153
H: -2.1437 -2.0587 -2.1341
H: -3.6737 -3.8902 -2.3729
H: -3.5422 -5.9164 -0.8549
H: -1.7929 -6.1040 0.7793
H: -0.2433 -4.1983 1.0822
H: 2.6340 -1.8634 -1.0471
H: 4.7183 -2.5534 -0.0358
H: 4.6884 -3.2484 2.4406
H: 2.5313 -3.2455 3.5815
H: 0.4655 -2.4946 2.6122
H: 2.5979 0.5628 1.1586
H: 4.5171 0.3525 2.6734
H: 4.0541 -0.0357 5.0950
H: 1.8505 0.0571 5.9317
H: -0.1388 0.5519 4.3618
H: -2.9936 0.5594 1.8314
H: -4.6542 1.6684 3.3259
H: -4.0491 3.3241 4.9203
H: -1.6483 4.2351 4.9627
H: -0.0286 3.1874 3.1845
Br: -5.7661 1.1503 -4.9752
C: -4.3559 1.1513 -3.6617
C: -3.2470 1.9518 -3.9070
C: -2.1984 1.9790 -2.9879
C: -2.1606 1.1119 -1.8942
C: -3.3368 0.3892 -1.6285
C: -4.4483 0.4642 -2.4400
H: -3.2822 2.5832 -4.7953
H: -1.3546 2.6103 -3.2309
H: -3.4237 -0.2579 -0.7873
H: -5.3649 -0.0912 -2.2378

## Properties
electronic energy = -146813.8191 eV
highest occupied orbital energy = -4.62 eV
total charge = -1
lowest unoccupied orbital energy = 2.6255 eV

Here are the Löwdin charges for atoms 1 to 8, given in e: Be 0.066; C -0.196; Si 0.388; C -0.179; C -0.189; N -0.224; P 0.671; C -0.393

[3]
The following is a quantum chemistry calculation of a single C6H10O2 molecule in a non-equilibrium geometry, from OMol25.

Cartesian coordinates (Å):
C: -0.8235 -0.6040 1.6607
C: 0.0592 -0.3860 0.4504
C: -0.2187 -0.8748 -0.9010
O: 0.2509 -2.1935 -1.3252
C: 0.2700 0.3130 -1.8596
C: 0.6159 1.4192 -1.2184
C: 0.4026 1.1473 0.2807
O: 1.4300 1.3936 1.2775
H: -1.2482 -1.6559 1.6425
H: -1.8033 -0.0237 1.5126
H: -0.2456 -0.1956 2.5685
H: 1.1654 -0.6062 0.6589
H: -1.3359 -0.8819 -1.0403
H: -0.3891 -3.0082 -1.0748
H: 0.0996 0.0444 -2.9266
H: 0.9267 2.2356 -1.8220
H: -0.6026 1.5720 0.7375
H: 1.4468 2.3047 1.3785

## Properties
electronic energy = -10476.4753 eV
structure (SMILES) = C[C@H]1[C@H](O)C=C[C@@H]1O
relative energy (zero: lowest compared OMol25 entry of this formula, charge and spin) = 62.1 kcal/mol
highest occupied orbital energy = -9.78 eV
total charge = 0
lowest unoccupied orbital energy = 0.8120 eV

Here are the Löwdin charges for atoms 1 to 8, given in e: C -0.066; C -0.343; C -0.345; O -0.094; C -0.008; C -0.014; C -0.312; O -0.022

[4]
The following is a quantum chemistry calculation of 13 unconnected molecules or ions with the total composition C24H40Cl21NO15 in a non-equilibrium geometry, from OMol25.

Cartesian coordinates (Å):
C: 13.9920 -12.2379 9.8534
C: 12.5214 -12.4956 10.0160
N: 11.4173 -12.8335 10.0471
H: 14.5455 -12.9265 10.4918
H: 14.1527 -11.2571 10.3009
H: 14.3409 -12.2644 8.8211
C: 17.7809 -15.5216 10.7787
O: 16.4291 -15.0994 10.7367
C: 15.5519 -15.7754 9.9820
O: 15.8146 -16.6030 9.1307
O: 14.3398 -15.2416 10.2488
C: 13.2506 -15.9082 9.6354
H: 18.2908 -14.7212 11.3150
H: 18.3364 -15.5580 9.8416
H: 17.9117 -16.4300 11.3666
H: 12.3590 -15.3392 9.8989
H: 13.1389 -16.8895 10.0965
H: 13.3848 -16.0694 8.5658
C: 13.2451 -10.1187 16.3761
O: 13.6593 -11.4109 16.0369
C: 13.7221 -11.6936 14.7620
O: 13.1555 -11.0869 13.8902
O: 14.4981 -12.8541 14.6133
C: 14.8526 -13.3012 13.2816
H: 13.8743 -9.4224 15.8219
H: 13.4640 -9.8894 17.4190
H: 12.2054 -9.8852 16.1468
H: 15.1256 -12.5096 12.5839
H: 13.9255 -13.7736 12.9569
H: 15.6562 -14.0376 13.2903
C: 19.0517 -16.9691 13.9514
O: 18.0471 -16.1963 14.5382
C: 18.4042 -15.2695 15.3813
O: 19.5258 -15.1039 15.8959
O: 17.3116 -14.4847 15.5980
C: 17.4637 -13.3137 16.3768
H: 18.5306 -17.7566 13.4070
H: 19.8422 -17.3741 14.5831
H: 19.6791 -16.4478 13.2284
H: 18.2094 -12.5720 16.0904
H: 17.6603 -13.5164 17.4296
H: 16.4984 -12.8077 16.3653
C: 10.7620 -11.0558 18.0654
O: 10.3912 -10.8160 19.4505
C: 11.2129 -10.1157 20.2521
O: 12.3132 -9.5769 19.9959
O: 10.5581 -10.0859 21.3370
C: 11.1922 -9.7652 22.5156
H: 11.7668 -11.4774 18.0918
H: 10.8057 -10.0951 17.5523
H: 10.0390 -11.6584 17.5157
H: 10.6269 -10.0615 23.3992
H: 11.3309 -8.6863 22.4460
H: 12.1949 -10.1890 22.5715
C: 17.6179 -10.7968 10.2692
O: 18.7558 -10.9277 11.0169
C: 18.7606 -11.8617 12.0602
O: 17.7781 -12.5014 12.4038
O: 19.9560 -11.8771 12.6159
C: 20.2450 -12.7686 13.7895
H: 17.7928 -11.4681 9.4284
H: 17.5007 -9.8192 9.8017
H: 16.7060 -11.0844 10.7924
H: 19.6711 -12.4755 14.6686
H: 21.3038 -12.7946 14.0471
H: 19.9794 -13.7616 13.4268
C: 14.7277 -18.3239 13.7162
Cl: 15.1035 -16.5636 14.0308
Cl: 15.6635 -19.3438 14.7817
Cl: 15.0887 -18.6906 11.9629
H: 13.6631 -18.4068 13.9353
C: 11.2611 -16.2058 12.7997
Cl: 11.3869 -14.4570 13.2352
Cl: 10.2126 -16.2242 11.3413
Cl: 10.6743 -17.1943 14.0702
H: 12.2376 -16.5223 12.4331
C: 9.7153 -11.0278 12.9946
Cl: 9.5628 -10.2249 14.6454
Cl: 9.8069 -9.7109 11.8044
Cl: 8.3396 -12.0119 12.4213
H: 10.6605 -11.5620 12.8984
C: 17.3877 -8.9024 16.5433
Cl: 18.9007 -9.6067 17.0269
Cl: 16.7336 -9.3591 14.9537
Cl: 17.4168 -7.1519 16.7172
H: 16.6243 -9.3257 17.1961
C: 12.0127 -6.2083 18.2964
Cl: 11.5519 -6.0863 20.0759
Cl: 11.2208 -7.6091 17.5040
Cl: 13.8411 -6.4199 18.1477
H: 11.7799 -5.2732 17.7868
C: 14.2354 -15.3704 17.2118
Cl: 15.6388 -15.9653 18.1584
Cl: 13.3559 -14.1919 18.2430
Cl: 13.2111 -16.7147 16.6920
H: 14.6001 -14.8326 16.3366
C: 13.5478 -7.8549 12.3288
Cl: 13.3146 -6.4898 11.1717
Cl: 14.2309 -7.2158 13.8671
Cl: 14.6912 -8.9937 11.5755
H: 12.5719 -8.2720 12.5768

## Properties
electronic energy = -320707.8626 eV
highest occupied orbital energy = -10.80 eV
total charge = 0
lowest unoccupied orbital energy = 0.2372 eV

Here are the Löwdin charges for atoms 1 to 8, given in e: C -0.052; C -0.235; N 0.147; H 0.045; H 0.008; H 0.095; C -0.035; O -0.016